[1]
Below is a 6-piece molecular cluster, C6H24N12O6 overall at a distorted geometry, with properties calculated with ωB97M-V/def2-TZVPD.

## Properties
**LUMO**: -0.08 eV
**HOMO-LUMO gap**: 8.5 eV
**Energy above the lowest of the compared OMol25 structures with the same formula, charge and spin**: 21.9 kcal per mole
**Calculated total energy**: -36783.827 eV
**Structure (SMILES)**: NC(N)=O.NC(N)=O.NC(N)=O.NC(N)=O.NC(N)=O.NC(N)=O

CARTESIAN COORDINATES (ANGSTROEM)
N 0.000 0.389 0.737
C -0.545 0.056 -0.470
N -1.745 0.576 -0.786
O 0.071 -0.677 -1.269
H 0.906 -0.011 0.884
H -0.592 0.818 1.432
H -2.267 0.133 -1.520
H -2.212 0.989 0.006
N 2.408 2.521 3.838
C 1.127 2.099 4.079
N 0.153 2.961 3.637
O 0.874 1.009 4.579
H 3.117 2.025 4.353
H 2.559 3.475 3.571
H -0.785 2.601 3.493
H 0.423 3.845 3.254
N 2.764 -0.311 2.184
C 3.117 -0.896 1.003
N 3.314 0.092 0.036
O 3.280 -2.085 0.801
H 2.876 0.680 2.280
H 2.383 -0.718 3.020
H 3.089 1.047 0.216
H 3.385 -0.211 -0.919
N 0.423 -1.294 -6.883
C -0.399 -1.205 -5.790
N 0.246 -1.095 -4.589
O -1.623 -1.303 -5.852
H -0.050 -1.438 -7.756
H 1.416 -1.266 -6.789
H -0.446 -0.882 -3.887
H 1.224 -0.891 -4.543
N 0.626 -3.773 0.021
C -0.181 -4.169 -0.987
N -0.104 -3.362 -2.097
O -0.870 -5.188 -0.902
H 1.063 -2.870 0.072
H 0.823 -4.424 0.756
H 0.521 -2.583 -2.047
H -0.726 -3.482 -2.871
N -3.772 3.382 1.404
C -3.208 2.292 1.981
N -4.094 1.358 2.437
O -1.980 2.155 2.061
H -4.756 3.556 1.413
H -3.091 4.115 1.279
H -3.670 0.584 2.921
H -5.068 1.377 2.212

Atomic forces in eV per Å
-0.9 0.1 -1.1
1.9 -1.4 -0.8
-0.5 0.6 0.7
-0.3 0.9 0.5
-0.1 0.0 0.6
0.5 0.0 0.3
-0.1 -0.1 0.0
-0.5 0.1 -0.4
0.2 -0.2 0.0
-1.2 -0.3 -0.2
0.5 -0.4 0.7
0.3 0.4 -0.2
0.1 0.3 0.1
0.3 0.1 0.1
0.4 0.2 -0.1
-0.2 0.1 -0.2
-0.2 0.6 0.8
0.5 0.4 -0.3
0.3 -1.0 0.0
-0.5 0.4 0.0
-0.1 0.2 -0.1
0.2 -0.8 -0.3
-0.2 0.2 -0.1
0.0 0.0 0.1
-0.8 0.2 0.2
-0.2 -0.7 -0.1
-1.1 -0.1 -0.5
0.7 0.3 -0.2
0.3 0.0 -0.1
0.1 -0.1 -0.3
0.9 0.1 0.7
0.0 0.2 0.5
0.4 0.3 0.8
-0.6 -0.7 -0.7
0.1 -0.7 0.6
0.3 0.6 -0.3
0.2 -0.1 -0.2
-0.2 0.0 0.0
-0.2 0.3 -0.3
-0.1 -0.1 0.0
1.0 0.0 0.0
-0.7 -0.4 0.1
1.1 0.1 0.1
-0.9 0.1 0.0
-0.1 0.2 0.1
-0.5 0.2 -0.3
-0.3 -0.2 -0.1
-0.1 -0.1 0.1


[2]
Below is a 6-piece molecular cluster, C27H35BrF6NO17 overall at a distorted geometry, with properties calculated with ωB97M-V/def2-TZVPD.

## Properties
**LUMO**: 1.57 eV
**HOMO-LUMO gap**: 6.0 eV
**Total charge**: -1
**Calculated total energy**: -151204.728 eV

CARTESIAN COORDINATES (ANGSTROEM)
C 2.633 0.548 -1.445
C 1.216 0.430 -1.016
C 0.228 -0.865 -1.167
N 0.281 -1.623 -2.443
C 1.533 -2.388 -2.710
C 1.297 -3.887 -3.413
C 2.839 -4.396 -3.815
C 0.707 -5.008 -2.373
C -0.460 -1.098 -3.604
Br -1.310 0.701 -3.451
C -1.719 -2.161 -3.899
C -2.801 -2.244 -2.672
C -2.697 -3.597 -1.745
F -1.617 -3.490 -0.695
C 0.386 -1.066 -5.047
O 1.349 -0.106 -5.128
O 0.100 -1.967 -6.180
H 3.098 1.631 -1.506
H 3.302 -0.363 -1.791
H 0.760 1.378 -0.451
H 0.562 -1.621 -0.303
H -0.865 -0.522 -0.829
H 2.397 -1.775 -3.261
H 2.008 -2.650 -1.645
H 0.727 -3.818 -4.442
H 3.058 -5.497 -3.485
H 3.621 -3.715 -3.228
H 3.072 -4.240 -4.956
H 1.129 -6.087 -2.658
H -0.471 -5.109 -2.477
H 1.068 -4.807 -1.276
H -1.354 -3.241 -4.159
H -2.300 -1.735 -4.851
H -3.883 -2.273 -3.173
H -2.805 -1.329 -1.943
H -2.579 -4.559 -2.403
H -3.714 -3.671 -1.147
C 6.103 -8.616 -4.974
C 4.903 -8.826 -4.115
O 4.933 -7.728 -3.233
C 5.545 -6.729 -3.930
O 5.513 -5.553 -3.610
O 6.193 -7.207 -5.036
F 5.022 -9.960 -3.389
H 7.018 -9.019 -4.529
H 5.980 -9.045 -5.973
H 3.954 -8.832 -4.663
C 2.333 2.034 4.036
C 2.635 1.867 2.586
O 1.543 1.116 2.106
C 0.499 1.453 2.913
O -0.670 1.226 2.650
O 0.921 2.085 4.051
F 3.762 1.142 2.408
H 2.672 1.185 4.639
H 2.763 2.950 4.448
H 2.707 2.809 2.031
C 3.591 7.168 6.795
C 2.829 5.981 7.279
O 2.843 5.108 6.172
C 3.996 5.397 5.506
O 4.496 4.675 4.659
O 4.529 6.590 5.910
F 1.546 6.309 7.547
H 2.964 7.879 6.246
H 4.094 7.698 7.608
H 3.277 5.484 8.146
C -2.897 3.794 2.443
C -4.097 3.584 3.302
O -4.067 4.683 4.184
C -3.455 5.681 3.487
O -3.487 6.858 3.807
O -2.807 5.203 2.381
F -3.978 2.450 4.028
H -1.982 3.391 2.888
H -3.020 3.365 1.444
H -5.046 3.578 2.754
C -8.765 4.747 2.368
C -8.920 4.258 0.969
O -7.662 4.517 0.388
C -6.774 4.441 1.419
O -5.567 4.335 1.276
O -7.401 4.491 2.633
F -9.851 4.980 0.306
H -8.958 5.821 2.466
H -9.409 4.210 3.070
H -9.150 3.191 0.889

Atomic forces in eV per Å
-3.6 -0.2 0.9
3.5 0.8 -0.9
0.7 0.0 2.2
0.4 1.3 0.4
1.1 -1.0 0.6
1.8 -0.3 -0.4
0.3 1.0 0.4
-0.3 -0.6 -0.7
-1.0 -3.3 -2.4
0.5 -0.6 0.2
-1.1 1.1 -0.2
-0.3 -0.7 0.2
-0.9 1.0 0.3
-2.2 -0.4 -2.4
3.5 1.1 -4.9
-4.8 -4.8 0.9
0.8 4.1 6.6
-0.9 -2.5 0.5
-1.8 2.1 0.5
0.9 -2.1 -1.7
-0.7 1.5 -1.9
2.4 -0.8 -1.2
-2.2 -1.3 0.7
-1.1 0.6 -2.1
0.8 0.0 2.3
-0.6 2.1 -0.7
-1.6 -1.5 -1.2
-0.6 -0.4 2.2
-0.8 2.3 0.5
2.5 0.4 0.6
-1.0 -0.2 -2.1
-0.4 2.2 0.5
1.4 -1.0 2.0
2.2 -0.1 1.2
0.2 -1.6 -1.5
0.2 1.8 1.5
2.2 0.0 -1.0
0.6 -0.4 -1.0
-0.3 -0.4 0.5
0.1 0.2 -0.8
0.2 3.8 0.9
0.5 -3.3 -0.8
-0.5 0.3 0.6
-0.2 -0.3 0.1
-0.2 -0.1 0.2
0.0 0.2 0.1
0.0 -0.1 0.2
0.6 0.6 1.1
0.7 -0.4 -0.5
-0.7 0.6 0.7
-2.8 -0.7 -0.5
2.6 0.6 0.7
-0.6 -0.4 -0.8
0.2 0.0 -0.1
0.1 0.0 -0.3
-0.2 -0.1 -0.1
0.1 -0.2 0.0
0.3 1.2 0.4
-0.9 -0.1 0.3
0.9 0.2 -0.1
1.5 -1.5 -2.3
-1.2 1.7 2.0
-0.2 -1.1 -0.4
-0.1 -0.1 0.2
-0.1 -0.2 0.1
0.1 -0.1 -0.2
-0.2 0.0 0.0
0.6 -0.8 -0.9
-0.4 -1.1 0.5
0.2 0.9 -0.6
0.3 2.5 0.4
0.1 -2.5 -0.6
-0.6 0.9 1.0
0.0 -0.5 0.5
-0.3 -0.1 0.1
0.0 0.3 0.1
0.8 -0.4 0.9
-0.7 0.2 1.1
-0.6 0.2 -0.6
0.5 -0.4 0.9
2.7 0.1 -0.4
-3.4 0.8 -0.7
0.8 -0.2 -0.9
-0.2 -0.1 -0.2
0.0 -0.1 -0.3
0.3 0.0 0.0
-0.1 0.1 -0.1


[3]
Below is one molecule with the formula C22H33N3O4S, with properties calculated with ωB97M-V/def2-TZVPD.

## Properties
**LUMO**: 0.72 eV
**HOMO-LUMO gap**: 9.9 eV
**Energy above the lowest of the compared OMol25 structures with the same formula, charge and spin**: 3.7 kcal per mole
**Calculated total energy**: -46847.137 eV
**Structure (SMILES)**: Cc1ccc(S(=O)(=O)NC[C@H]2CC[C@H](C(=O)NCCCN3CCCC3=O)CC2)cc1

CARTESIAN COORDINATES (ANGSTROEM)
C -5.107 -0.942 -2.450
C -3.922 -1.297 -1.606
C -4.036 -2.245 -0.593
C -2.943 -2.576 0.190
C -1.729 -1.965 -0.051
S -0.325 -2.320 0.995
O -0.768 -3.136 2.094
O 0.775 -2.811 0.207
N 0.090 -0.795 1.451
C -0.870 0.016 2.159
C -0.840 1.428 1.562
C 0.377 2.213 2.065
C 0.210 3.710 1.778
C -0.668 3.935 0.545
C -0.142 3.278 -0.739
O -0.877 2.822 -1.594
N 1.199 3.313 -0.894
C 1.874 2.802 -2.063
C 2.804 1.632 -1.736
C 2.015 0.391 -1.307
N 2.879 -0.687 -0.900
C 3.266 -1.750 -1.801
C 4.355 -2.485 -1.017
C 3.933 -2.257 0.432
C 3.181 -0.946 0.383
O 2.876 -0.235 1.327
C -2.097 3.451 0.848
C -2.099 2.254 1.811
C -1.591 -1.035 -1.061
C -2.687 -0.698 -1.834
H -5.004 0.059 -2.860
H -6.027 -0.997 -1.872
H -5.192 -1.642 -3.282
H -4.990 -2.717 -0.410
H -3.012 -3.293 0.993
H 1.065 -0.639 1.676
H -0.678 0.035 3.238
H -1.848 -0.443 1.996
H -0.763 1.287 0.480
H 1.283 1.821 1.602
H 0.481 2.064 3.142
H 1.182 4.198 1.685
H -0.294 4.192 2.619
H -0.701 5.008 0.316
H 1.781 3.666 -0.153
H 1.094 2.487 -2.761
H 2.454 3.611 -2.523
H 3.406 1.402 -2.617
H 3.481 1.916 -0.927
H 1.378 0.644 -0.456
H 1.388 0.047 -2.134
H 3.621 -1.343 -2.750
H 2.406 -2.406 -1.981
H 4.408 -3.539 -1.280
H 5.328 -2.027 -1.204
H 4.756 -2.234 1.143
H 3.204 -3.007 0.750
H -2.686 4.266 1.270
H -2.554 3.157 -0.099
H -2.119 2.590 2.849
H -2.991 1.650 1.640
H -0.631 -0.576 -1.223
H -2.585 0.049 -2.607

Atomic forces in eV per Å
0.0 0.0 0.0
0.0 0.0 0.1
0.1 0.1 -0.1
0.0 -0.1 0.1
0.3 -0.1 0.4
0.2 0.5 0.3
-0.3 0.2 -0.2
0.1 0.1 -0.2
-0.2 -0.9 -0.2
-0.5 0.4 -0.1
-0.2 -0.2 0.4
-0.1 0.0 -0.1
0.1 0.0 -0.1
-0.2 0.1 0.0
0.0 0.4 0.3
-0.3 -0.2 -0.3
0.4 0.0 0.1
0.2 -0.1 -0.3
-0.4 0.0 0.0
0.1 0.4 0.1
0.0 0.0 -0.2
0.0 -0.2 -0.2
0.0 0.0 0.0
0.0 -0.1 0.0
0.4 -0.2 -0.1
-0.1 0.3 0.5
-0.1 0.0 0.0
0.1 -0.1 -0.1
0.0 0.1 -0.2
0.1 -0.1 0.1
-0.1 0.1 0.0
-0.1 0.0 0.0
-0.1 0.0 -0.1
-0.1 0.0 0.0
-0.1 -0.1 0.1
0.4 -0.2 -0.2
-0.1 0.0 -0.1
-0.1 0.2 0.2
0.0 -0.1 0.0
0.1 0.0 0.0
0.0 -0.1 0.1
0.0 0.1 0.1
0.1 0.1 0.0
0.0 -0.1 0.0
-0.2 0.0 0.1
0.1 0.1 0.0
-0.1 -0.1 0.0
0.1 0.0 0.0
0.1 0.0 0.0
-0.1 0.0 -0.1
0.0 0.0 0.1
0.0 -0.1 0.0
0.0 0.0 -0.1
0.0 0.0 0.0
0.0 0.0 0.0
-0.1 0.1 0.0
0.0 0.0 0.1
0.0 0.1 0.0
0.0 0.1 0.1
-0.1 0.0 0.1
-0.1 0.0 0.1
0.1 0.2 -0.1
0.0 0.1 -0.1


Which of these has the lowest calculated total energy? C27H35BrF6NO17